{
  "formula": "C24H17CoN5OS3",
  "method": "the ωB97M-V functional and the def2-TZVPD basis",
  "symbols": ["Co", "C", "C", "N", "N", "C", "O", "C", "C", "C", "C", "C", "C", "C", "C", "C", "C", "C", "N", "H", "H", "H", "H", "H", "H", "H", "H", "H", "H", "H", "H", "S", "C", "C", "N", "C", "S", "C", "N", "S", "C", "C", "C", "C", "C", "C", "H", "H", "H", "H", "H"],
  "coordinates": [[-0.007957, -0.506050, 0.231045], [-1.650456, 1.106493, -3.248714], [-0.801531, 0.531602, -2.167723], [-1.235606, 0.188192, -1.008740], [-2.523947, 0.295541, -0.615361], [-2.595258, -0.141706, 0.642699], [-1.611729, -0.570337, 1.316064], [-3.933326, -0.123707, 1.293510], [-4.051547, -0.585373, 2.599949], [-5.287000, -0.581358, 3.228975], [-6.408786, -0.115925, 2.556803], [-6.292535, 0.345725, 1.252020], [-5.058871, 0.342224, 0.620653], [0.638058, 0.309857, -2.308553], [1.359325, 0.602051, -3.455776], [2.719469, 0.335393, -3.480958], [3.323395, -0.210070, -2.362899], [2.547504, -0.470204, -1.243784], [1.245312, -0.216005, -1.220451], [-2.672438, 1.193432, -2.890426], [-1.636658, 0.467625, -4.134798], [-1.288508, 2.095624, -3.538636], [-3.163782, -0.943642, 3.102940], [-5.374762, -0.942914, 4.245712], [-7.373807, -0.113337, 3.048700], [-7.166543, 0.708633, 0.725568], [-4.950184, 0.696970, -0.394631], [0.855001, 1.025260, -4.313104], [3.300009, 0.552682, -4.368453], [4.380991, -0.429738, -2.339602], [2.956711, -0.882299, -0.330087], [1.407012, -1.368284, 1.746044], [1.509298, -3.030252, 1.228232], [2.461882, -3.859906, 1.904998], [3.223830, -4.526275, 2.454038], [0.742570, -3.533392, 0.232243], [-0.446893, -2.568166, -0.596193], [0.865383, -4.899160, -0.180284], [0.940607, -5.991016, -0.538599], [0.342497, 1.674214, 0.913094], [2.092121, 1.923806, 0.978333], [2.825777, 1.638651, 2.132103], [4.193231, 1.861364, 2.177394], [4.858503, 2.381867, 1.074785], [4.140111, 2.683838, -0.073585], [2.771059, 2.457579, -0.119532], [2.307848, 1.228487, 2.988516], [4.744260, 1.620274, 3.078292], [5.927851, 2.550454, 1.111160], [4.646653, 3.094981, -0.939356], [2.205856, 2.696299, -1.013624]],
  "forces_ev_per_a": [[0.020, -0.014, -0.117], [0.001, 0.000, -0.008], [-0.022, -0.004, 0.005], [-0.008, -0.031, -0.049], [0.005, -0.010, 0.019], [-0.024, 0.017, -0.047], [0.028, 0.070, 0.039], [0.002, -0.003, 0.007], [0.002, -0.001, -0.002], [-0.001, 0.001, 0.000], [0.001, -0.001, 0.002], [0.001, 0.000, -0.001], [-0.003, 0.002, -0.001], [0.014, -0.002, -0.006], [-0.002, -0.003, 0.000], [0.009, -0.006, 0.006], [0.000, -0.008, -0.012], [-0.024, 0.012, -0.015], [-0.002, -0.050, 0.020], [0.001, 0.000, 0.001], [0.003, 0.002, -0.001], [-0.002, 0.003, 0.003], [0.000, 0.000, 0.001], [0.000, 0.000, 0.000], [0.000, 0.000, 0.000], [0.000, 0.000, 0.000], [0.001, 0.000, 0.000], [-0.001, 0.001, 0.001], [-0.001, 0.000, -0.001], [0.000, 0.001, 0.005], [0.009, 0.006, 0.008], [-0.034, 0.041, 0.043], [0.054, 0.057, 0.012], [-0.055, -0.098, -0.034], [0.032, 0.052, 0.018], [0.004, 0.011, 0.000], [-0.006, -0.009, -0.016], [-0.008, -0.002, 0.007], [0.004, 0.001, -0.003], [0.009, -0.053, 0.184], [-0.032, 0.038, -0.073], [-0.016, -0.031, -0.022], [0.013, -0.009, 0.003], [0.011, 0.001, -0.012], [-0.018, 0.006, -0.001], [0.033, 0.031, 0.025], [0.004, -0.005, 0.004], [-0.001, -0.001, 0.002], [-0.001, 0.006, 0.003], [-0.003, 0.000, -0.002], [0.007, -0.017, 0.002]],
  "spin_multiplicity": 1,
  "energy_ha": -3851.27281,
  "lumo_energy_ha": 0.0706,
  "homo_lumo_gap_ev": 6.32,
  "total_charge": -1
}

{
  "formula": "CH2S3",
  "method": "the ωB97M-V functional and the def2-TZVPD basis",
  "symbols": ["S", "C", "S", "S", "H", "H"],
  "coordinates": [[1.120531, -0.069561, 0.320438], [-0.489852, -0.011031, -0.390865], [-1.882495, -0.962976, 0.130530], [-2.067406, 1.056368, 0.093038], [0.746406, -0.564543, 1.557492], [-0.418189, 0.157433, -1.503983]],
  "forces_ev_per_a": [[-0.537, -0.154, 1.099], [-1.464, 0.886, -1.416], [0.363, -1.177, -0.115], [1.394, 0.500, 0.025], [0.212, 0.398, -0.912], [0.032, -0.453, 1.319]],
  "spin_multiplicity": 1,
  "smiles": "SC1SS1",
  "energy_ha": -1233.82097,
  "lumo_energy_ha": 0.0081,
  "homo_lumo_gap_ev": 8.58
}

{
  "formula": "C29H48HfNP3SSe",
  "method": "the ωB97M-V functional and the def2-TZVPD basis",
  "symbols": ["Hf", "P", "P", "P", "H", "C", "C", "H", "C", "C", "C", "C", "C", "C", "C", "C", "C", "H", "H", "H", "H", "H", "H", "H", "H", "H", "H", "H", "H", "H", "H", "H", "H", "H", "H", "H", "H", "H", "H", "H", "H", "H", "H", "H", "H", "H", "C", "C", "C", "C", "C", "C", "Se", "H", "H", "H", "H", "H", "H", "N", "S", "C", "C", "C", "C", "C", "C", "C", "C", "C", "C", "C", "C", "H", "H", "H", "H", "H", "H", "H", "H", "H", "H", "H"],
  "coordinates": [[-0.045762, 0.001529, -0.358264], [-2.336188, -1.184493, -0.219771], [0.767633, -1.939333, -1.876305], [-1.239692, 2.215218, 0.292814], [4.909925, 3.776212, -4.357951], [4.880652, 4.179923, -3.350624], [4.631852, 3.546345, -2.189646], [4.259456, 2.535725, -2.089979], [-3.511310, -1.086371, -1.623778], [-2.403014, -2.995229, 0.015509], [-3.510181, -0.759891, 1.100059], [2.230408, -1.301685, -2.752642], [1.321463, -3.504717, -1.129833], [-0.257522, -2.605158, -3.267544], [-0.126342, 3.595618, -0.150900], [-1.651098, 2.542149, 2.041680], [-2.822965, 2.677789, -0.531577], [5.178740, 5.235574, -3.421807], [4.999933, 4.003261, -1.262965], [-4.386907, -1.687852, -1.329013], [-3.078061, -1.494749, -2.548871], [-3.829290, -0.049003, -1.808690], [-3.402708, -3.310245, -0.247155], [-2.189475, -3.242938, 1.046067], [-1.688940, -3.497106, -0.622348], [-4.483107, -1.167879, 0.811225], [-3.599594, 0.318666, 1.232294], [-3.199464, -1.208004, 2.046155], [2.778246, -2.106865, -3.262423], [2.905365, -0.832003, -2.024479], [1.952360, -0.532300, -3.485397], [1.354523, -4.313042, -1.875826], [0.630457, -3.790399, -0.328550], [2.316264, -3.368379, -0.694361], [0.268444, -3.463453, -3.723928], [-0.432204, -1.822406, -4.023655], [-1.236620, -2.956559, -2.899184], [-0.545456, 4.553014, 0.191144], [0.025070, 3.632632, -1.239199], [0.844242, 3.433366, 0.341800], [-1.896644, 3.601535, 2.189348], [-0.793692, 2.284370, 2.674649], [-2.511472, 1.935420, 2.353181], [-3.132799, 3.673797, -0.203288], [-3.614000, 1.966139, -0.276966], [-2.688877, 2.686094, -1.617162], [-0.174439, 2.385245, -4.090989], [1.196780, 2.510231, -3.841467], [1.996351, 3.488700, -4.390325], [1.426497, 4.338771, -5.336561], [0.064534, 4.227884, -5.644386], [-0.741561, 3.252579, -5.054770], [-1.090056, 1.016310, -3.073984], [0.237278, 0.894398, -2.186188], [1.679788, 1.826021, -3.144843], [3.003241, 3.531022, -4.010035], [2.053213, 5.073593, -5.835444], [-0.322237, 4.955244, -6.352105], [-1.786800, 3.161025, -5.355659], [0.671181, -0.688648, 1.476780], [-0.167660, -0.621554, 2.901163], [-0.794670, -2.287756, 3.186161], [-1.987074, -2.378414, 3.929219], [-2.570318, -3.625616, 4.159727], [-1.975240, -4.789660, 3.645022], [-0.779779, -4.684690, 2.912302], [-0.179984, -3.437047, 2.685825], [1.156956, -0.575976, 4.175208], [2.171591, -1.547466, 4.225913], [3.124978, -1.462323, 5.260461], [3.086764, -0.418542, 6.211284], [2.052150, 0.542078, 6.135605], [1.099813, 0.485518, 5.107707], [1.566674, -1.173058, 1.575775], [-2.402309, -1.461044, 4.348474], [-3.506239, -3.639721, 4.721749], [-2.464078, -5.759136, 3.814977], [-0.302633, -5.582979, 2.507130], [0.764616, -3.399766, 2.132821], [2.230231, -2.386284, 3.512912], [3.925133, -2.208274, 5.287157], [3.840613, -0.345739, 7.007068], [1.968475, 1.385914, 6.828379], [0.286571, 1.224840, 5.026095]],
  "forces_ev_per_a": [[0.603, -0.251, 1.886], [-2.684, -1.547, 0.051], [0.199, -2.250, -2.526], [-1.863, 2.469, 0.221], [-0.582, -0.562, 0.189], [0.519, 0.364, 0.461], [1.042, 0.993, -0.549], [0.194, -0.269, -0.329], [0.274, 0.606, -0.803], [1.023, 0.159, -0.037], [0.319, 0.750, 0.614], [0.316, 0.650, 0.204], [0.044, 0.015, 0.819], [-0.522, 0.397, 0.056], [0.592, -0.337, -0.162], [0.249, -0.507, 0.388], [0.143, -0.364, -0.227], [0.198, -0.493, 0.690], [-0.737, 0.069, -0.249], [0.380, 0.245, -0.133], [-0.193, 0.114, 0.264], [0.058, -0.341, 0.035], [-0.273, -0.054, -0.050], [0.053, -0.102, 0.218], [0.086, -0.317, -0.168], [0.152, 0.030, 0.030], [-0.179, -0.076, 0.036], [-0.042, 0.061, -0.107], [-0.239, 0.090, 0.173], [0.158, -0.119, -0.192], [-0.007, -0.257, 0.083], [0.024, 0.418, 0.137], [0.147, -0.103, -0.127], [-0.077, -0.117, -0.023], [-0.098, 0.478, 0.242], [0.098, -0.360, 0.255], [0.400, 0.059, -0.158], [-0.002, -0.330, -0.032], [-0.008, 0.038, 0.231], [-0.146, 0.273, -0.151], [0.078, -0.200, -0.219], [-0.198, 0.172, -0.006], [0.223, 0.157, -0.047], [0.154, -0.089, 0.109], [0.068, 0.130, -0.024], [-0.091, 0.101, 0.304], [0.896, 1.331, -1.067], [-0.096, -0.573, 0.980], [-1.014, -0.199, -0.452], [0.043, -0.094, 0.188], [0.793, 0.031, 0.084], [-0.581, -0.616, 0.609], [1.187, -0.225, 0.254], [-0.744, 0.314, -1.336], [0.006, 0.031, 0.060], [-0.051, 0.237, -0.470], [-0.266, 0.033, 0.103], [-0.329, -0.383, 0.019], [0.258, 0.149, 0.159], [0.035, 0.255, -1.834], [0.961, -1.112, 2.336], [-0.629, -0.390, -0.206], [0.630, 0.257, -0.205], [0.119, 0.181, -0.144], [-0.080, 0.374, -0.029], [-0.064, 0.049, 0.113], [0.023, -0.224, -0.029], [0.121, 0.760, 0.259], [0.027, 0.004, 0.292], [-0.162, 0.335, -0.316], [-0.773, 0.184, -0.382], [0.093, -0.071, -0.392], [-0.247, -0.523, -0.450], [-0.018, 0.039, 0.127], [-0.183, -0.287, -0.036], [0.339, -0.266, -0.109], [0.390, 0.451, -0.122], [-0.186, 0.329, 0.235], [-0.391, 0.011, 0.142], [-0.037, 0.475, 0.468], [-0.337, 0.284, 0.092], [-0.386, -0.123, -0.447], [0.251, -0.496, -0.099], [0.550, -0.324, 0.225]],
  "spin_multiplicity": 1,
  "energy_ha": -5058.71603,
  "lumo_energy_ha": -0.5135,
  "homo_lumo_gap_ev": 3.85,
  "total_charge": 4
}

{
  "formula": "C8H16AlFKO6",
  "method": "the ωB97M-V functional and the def2-TZVPD basis",
  "symbols": ["Al", "K", "F", "C", "C", "O", "C", "O", "O", "C", "H", "H", "H", "H", "H", "H", "H", "H", "C", "C", "O", "C", "O", "O", "C", "H", "H", "H", "H", "H", "H", "H", "H"],
  "coordinates": [[2.206099, -3.483737, 3.024750], [4.235529, -3.741180, -0.959045], [2.149438, -2.540981, 0.549446], [-0.879831, -1.720911, -1.464870], [0.472335, -1.363265, -2.069375], [0.440031, -0.536832, -3.237153], [0.083272, 0.728112, -3.116744], [-0.083021, 1.338176, -2.083559], [-0.099448, 1.206835, -4.338218], [-0.558588, 2.554610, -4.497061], [-1.341941, -0.841001, -1.015024], [-0.677544, -2.558214, -0.796574], [-1.587637, -2.161649, -2.171883], [1.039395, -2.228457, -2.433299], [1.194237, -0.975385, -1.325794], [-1.394706, 2.882888, -3.873723], [-0.792589, 2.761036, -5.536126], [0.258619, 3.221609, -4.194107], [-1.880415, 1.092675, 4.767096], [-1.345733, 0.003760, 3.849659], [-0.822592, 0.646446, 2.682952], [0.268756, 0.212896, 2.121827], [0.951925, -0.729335, 2.447421], [0.545091, 1.041390, 1.088804], [1.500277, 0.686080, 0.150395], [-2.095300, 0.665407, 5.745468], [-2.808796, 1.448958, 4.305652], [-1.245398, 1.977644, 4.784348], [-2.221400, -0.557117, 3.485420], [-0.717610, -0.708361, 4.388866], [1.195642, -0.263076, -0.365717], [2.461226, 0.410323, 0.616300], [1.550677, 1.530660, -0.530134]],
  "forces_ev_per_a": [[-0.203, 0.616, -0.981], [-0.018, -0.026, 0.092], [0.381, -0.458, 0.439], [1.031, 0.073, 0.036], [-2.206, -1.618, -3.153], [0.955, -1.180, 2.152], [-1.551, 2.142, -2.011], [0.370, -0.600, 0.257], [-0.029, -0.650, 1.022], [0.258, 1.705, 0.212], [-0.217, -0.198, 0.315], [-0.034, 0.424, 0.618], [0.205, 0.426, -0.600], [-0.018, -0.059, 0.199], [0.914, 0.439, 0.886], [-0.135, -0.823, 0.210], [0.169, -0.577, -0.112], [0.103, -0.096, -0.208], [-0.701, 0.298, -0.995], [-0.849, 0.040, 1.005], [0.392, 0.164, -0.372], [0.477, -1.391, 1.688], [-0.221, 0.408, -0.551], [0.222, -0.170, -1.705], [-0.165, 3.046, 1.863], [0.038, 0.124, 0.017], [-0.109, 0.064, 0.472], [0.347, -0.264, 0.341], [0.073, -0.119, -0.030], [0.688, 0.191, -0.711], [-0.325, -0.996, -0.345], [-0.010, -0.653, 0.009], [0.165, -0.280, -0.058]],
  "spin_multiplicity": 1,
  "energy_ha": -1706.82770,
  "lumo_energy_ha": -0.6051,
  "homo_lumo_gap_ev": 3.08,
  "total_charge": 3
}

{
  "formula": "C4H5NO2",
  "method": "the ωB97M-V functional and the def2-TZVPD basis",
  "symbols": ["O", "C", "N", "C", "C", "C", "O", "H", "H", "H", "H", "H"],
  "coordinates": [[1.323905, 2.367012, -0.248985], [1.397137, 1.203054, -0.387542], [1.550730, 0.005090, -0.475429], [0.515420, -1.006803, -0.635728], [-0.826792, -0.579189, -0.050363], [-0.859040, 0.544650, 0.886222], [-1.075179, -0.779741, 1.334115], [0.858244, -1.937658, -0.176553], [0.397987, -1.191628, -1.708501], [-1.703873, -0.804275, -0.660348], [0.095392, 0.915519, 1.235549], [-1.673928, 1.263965, 0.887558]],
  "forces_ev_per_a": [[0.279, -0.722, -0.280], [0.260, 0.239, -0.057], [0.067, 0.511, -0.083], [-0.154, -0.092, -0.052], [0.086, -0.045, -0.211], [-0.092, 0.216, 0.115], [-0.137, -0.355, 0.126], [-0.026, 0.153, -0.016], [-0.053, -0.042, 0.143], [0.206, 0.185, 0.018], [-0.314, 0.226, 0.136], [-0.123, -0.275, 0.161]],
  "spin_multiplicity": 1,
  "smiles": "O=C=NC[C@@H]1CO1",
  "energy_ha": -360.59872,
  "lumo_energy_ha": 0.0299,
  "homo_lumo_gap_ev": 11.16
}

{
  "formula": "C4H8NO3",
  "method": "the ωB97M-V functional and the def2-TZVPD basis",
  "symbols": ["O", "C", "O", "C", "C", "C", "O", "N", "H", "H", "H", "H", "H", "H", "H", "H"],
  "coordinates": [[1.858366, -0.833382, 1.432498], [1.742291, -0.244592, 0.356763], [2.459886, 0.629888, -0.175589], [0.396005, -0.467049, -0.447595], [-0.594862, 0.639697, -0.003456], [-0.902006, 0.569545, 1.475795], [-1.799086, 0.451678, -0.771816], [-0.332141, -1.582230, -0.785937], [0.947317, 0.421473, -2.233549], [-0.164303, 1.612778, -0.289854], [-1.655185, 1.308908, 1.745149], [-1.370312, -0.415006, 1.712484], [0.009648, 0.636116, 2.045926], [-1.618980, -0.513267, -1.018521], [0.231740, -2.076942, -1.473253], [0.791626, -0.137618, -1.569046]],
  "forces_ev_per_a": [[-0.616, -0.453, -0.174], [1.659, 1.103, -1.234], [-0.104, -0.378, 0.376], [-3.935, -3.096, 3.563], [-0.655, 0.290, -0.850], [-0.675, -0.979, 0.099], [0.820, -0.541, 0.289], [1.891, 2.408, -0.350], [-0.071, -0.688, 1.118], [-0.008, -0.273, 0.258], [0.230, 0.300, 0.019], [0.439, 0.510, -0.280], [0.173, 0.262, 0.415], [-0.656, 0.541, -0.031], [0.156, -0.972, 0.697], [1.351, 1.968, -3.914]],
  "spin_multiplicity": 1,
  "energy_ha": -437.61987,
  "lumo_energy_ha": 0.1198,
  "homo_lumo_gap_ev": 7.94,
  "total_charge": -1
}

Which formula does entry 5 have? C4H5NO2

Number 1 is which compound? C24H17CoN5OS3

Please write out number 2 again, unchanged.
{
  "formula": "CH2S3",
  "method": "the ωB97M-V functional and the def2-TZVPD basis",
  "symbols": ["S", "C", "S", "S", "H", "H"],
  "coordinates": [[1.120531, -0.069561, 0.320438], [-0.489852, -0.011031, -0.390865], [-1.882495, -0.962976, 0.130530], [-2.067406, 1.056368, 0.093038], [0.746406, -0.564543, 1.557492], [-0.418189, 0.157433, -1.503983]],
  "forces_ev_per_a": [[-0.537, -0.154, 1.099], [-1.464, 0.886, -1.416], [0.363, -1.177, -0.115], [1.394, 0.500, 0.025], [0.212, 0.398, -0.912], [0.032, -0.453, 1.319]],
  "spin_multiplicity": 1,
  "smiles": "SC1SS1",
  "energy_ha": -1233.82097,
  "lumo_energy_ha": 0.0081,
  "homo_lumo_gap_ev": 8.58
}